[1]
A cluster of 2 separate species, C2H8N2 in total, computed with the ωB97M-V functional and the def2-TZVPD basis.

relative energy (zero: lowest compared OMol25 entry of this formula, charge and spin) = 30.8 kcal/mol
total charge = 0
multiplicity = 1
HOMO = -9.4 eV
SMILES string = [H]/N=C/N.C
frontier orbital gap = 10.41 eV

Element x y z (Å)
C  6.48215  -2.62770  -0.96501
H  6.85381  -2.55282  -2.03092
H  5.54515  -2.11981  -0.95193
H  6.19267  -3.62787  -0.59331
H  7.44661  -2.37170  -0.52371
N  -1.61161  1.26918  -0.02503
C  -2.83437  1.46233  0.62279
N  -3.78464  0.50200  0.60735
H  -0.72032  1.53666  0.48138
H  -1.79653  0.29830  -0.54774
H  -3.08632  2.46327  0.96064
H  -4.54804  0.96792  1.18272

[2]
A cluster of 2 separate species, C2H8N2 in total, computed with the ωB97M-V functional and the def2-TZVPD basis.

relative energy (zero: lowest compared OMol25 entry of this formula, charge and spin) = 182.4 kcal/mol
total charge = 0
multiplicity = 1
HOMO = -8.2 eV
frontier orbital gap = 5.29 eV

Element x y z (Å)
N  1.55875  0.14863  0.27446
C  0.30632  -0.43315  0.07881
C  -0.49926  -0.07298  -1.26668
N  -1.84081  -0.43295  -1.46164
H  1.55784  1.17422  0.34152
H  0.79818  -1.41098  -0.06591
H  0.27900  1.08606  2.89614
H  -0.39463  -0.54669  0.90905
H  0.15930  -0.18930  -2.13018
H  -0.90029  0.95674  -1.19861
H  1.02062  1.15328  2.91880
H  -2.04502  -1.43288  -1.29575

Q: What is the formula in the second record?
A: C2H8N2

Q: Among the records above, which one has the highest relative energy (zero: lowest compared OMol25 entry of this formula, charge and spin)?
A: number 2

Q: Which of these has the lowest HOMO?
A: number 1

Q: Number 1 is which compound?
A: C2H8N2